# 1
{"formula": "C78H219N15O24", "method": "ωB97M-V with the def2-TZVPD basis set", "elements": ["H", "H", "H", "C", "H", "H", "C", "N", "H", "H", "H", "C", "C", "H", "H", "H", "C", "H", "C", "H", "H", "C", "H", "C", "H", "H", "H", "H", "C", "C", "H", "O", "H", "O", "C", "O", "H", "H", "N", "C", "H", "H", "H", "H", "O", "H", "C", "H", "H", "C", "N", "H", "H", "H", "H", "H", "H", "H", "H", "N", "H", "H", "H", "O", "H", "H", "H", "H", "C", "H", "H", "H", "N", "H", "H", "H", "H", "H", "H", "N", "H", "H", "H", "H", "H", "H", "H", "C", "H", "H", "O", "O", "H", "C", "O", "H", "H", "H", "H", "H", "N", "H", "H", "H", "H", "C", "H", "H", "C", "C", "H", "H", "H", "H", "H", "C", "H", "C", "O", "H", "C", "H", "O", "H", "H", "H", "O", "H", "H", "O", "H", "C", "H", "C", "H", "C", "H", "H", "H", "H", "H", "C", "H", "H", "H", "N", "C", "H", "H", "H", "H", "C", "H", "H", "H", "H", "H", "H", "H", "H", "C", "H", "H", "C", "C", "H", "C", "H", "C", "H", "C", "O", "C", "H", "C", "H", "H", "H", "H", "O", "C", "C", "H", "H", "C", "H", "H", "H", "C", "C", "H", "H", "C", "C", "C", "C", "H", "H", "N", "H", "H", "H", "H", "H", "H", "N", "H", "C", "H", "O", "H", "H", "H", "H", "H", "H", "H", "H", "H", "H", "H", "H", "H", "C", "H", "H", "C", "C", "C", "H", "N", "H", "C", "H", "O", "C", "H", "C", "H", "H", "H", "C", "O", "H", "H", "H", "H", "C", "C", "N", "H", "H", "C", "H", "H", "H", "H", "C", "H", "C", "H", "H", "H", "H", "C", "H", "C", "C", "H", "H", "H", "C", "H", "H", "H", "H", "C", "H", "H", "C", "H", "H", "C", "H", "H", "H", "H", "H", "H", "O", "O", "C", "H", "N", "H", "H", "O", "C", "H", "H", "H", "C", "O", "H", "C", "H", "N", "O", "H", "H", "H", "C", "C", "H", "H", "H", "N", "C", "O", "H", "O", "C", "H", "H", "C", "C", "C", "H", "H", "H", "H", "H", "H", "H", "H", "H"], "xyz": [[11.7467, 15.6584, -11.6835], [19.8500, 20.4239, -26.0780], [14.3974, 13.3939, -16.1112], [17.0235, 23.9328, -17.1013], [18.0533, 17.9323, -12.8480], [14.7853, 20.6730, -16.5202], [20.0285, 19.1097, -16.0573], [20.4926, 25.3554, -12.4033], [24.2559, 21.5692, -11.6209], [15.1222, 23.1264, -15.6127], [21.6406, 9.5622, -14.1125], [17.8656, 18.3512, -19.5618], [17.1485, 24.7101, -21.2213], [24.3396, 19.0422, -13.9301], [21.4920, 31.3385, -17.8835], [19.2571, 21.5506, -5.1316], [28.8428, 21.4729, -11.2633], [24.4330, 19.2953, -12.2106], [15.5432, 18.1150, -11.6434], [16.5867, 16.5720, -12.5426], [25.6901, 21.4526, -18.3865], [17.0868, 14.1874, -14.8133], [17.9517, 17.1468, -10.6385], [14.9066, 23.9656, -16.2740], [21.3315, 18.7292, -11.4876], [21.6869, 26.1594, -10.3583], [11.7709, 21.9593, -15.8515], [18.0845, 20.1339, -14.7834], [22.0986, 19.9598, -9.5326], [23.5075, 17.1776, -20.9321], [19.4538, 13.9994, -26.3819], [14.6253, 12.4731, -17.9447], [17.9251, 16.3662, -16.3438], [22.2174, 23.0230, -19.9264], [26.4538, 18.9146, -16.8380], [19.5471, 19.9226, -23.5137], [19.0181, 18.8466, -16.3700], [16.0478, 12.5632, -11.8963], [18.8850, 20.6513, -14.4491], [22.3230, 25.9421, -11.2163], [15.7140, 18.8056, -19.5191], [19.6407, 17.5964, -13.0096], [16.1649, 17.9497, -20.9405], [19.9541, 24.6388, -12.8687], [22.8487, 22.8046, -11.0007], [16.6467, 11.7284, -21.2992], [18.2466, 24.8239, -17.2526], [14.1234, 18.0214, -10.0750], [18.5078, 17.6937, -20.1478], [12.4034, 21.5389, -14.0561], [27.3495, 22.4784, -12.7229], [22.4229, 17.0693, -20.9320], [21.5264, 21.0611, -19.6024], [19.7289, 23.1630, -17.3573], [14.1058, 24.5878, -15.8743], [16.5801, 22.8860, -11.0482], [18.1092, 14.8520, -17.1451], [15.3242, 12.4166, -13.5008], [21.0862, 18.4513, -26.7540], [23.5539, 18.5894, -21.2093], [19.1761, 20.0204, -13.7161], [17.7553, 14.5614, -11.4816], [15.1640, 16.7584, -13.1249], [20.7071, 19.9382, -9.8999], [25.4852, 18.1257, -13.0622], [24.1036, 15.4319, -17.2499], [15.7703, 20.0704, -12.7004], [15.4980, 27.5000, -22.2272], [15.3969, 19.9702, -17.0860], [17.9622, 25.6667, -17.8826], [22.8449, 25.9477, -15.3445], [23.0551, 24.2182, -16.9585], [15.9503, 17.3090, -12.8110], [29.3114, 20.5714, -10.8687], [20.2558, 24.7318, -18.0724], [16.1971, 17.8828, -16.9562], [28.7218, 20.9569, -13.3284], [22.8148, 19.6537, -17.7034], [17.3662, 11.6348, -19.6333], [16.1537, 26.9913, -21.6515], [15.4358, 12.0295, -16.1098], [20.6290, 20.2841, -11.9218], [23.7498, 15.3743, -22.0166], [17.8088, 25.7030, -15.6010], [21.0086, 16.4612, -25.1827], [22.3712, 29.9189, -18.6138], [20.9703, 24.2366, -20.9857], [20.5674, 15.4689, -25.0893], [17.2602, 19.4557, -8.3034], [27.5976, 19.2277, -12.1983], [13.3833, 16.8107, -11.6259], [22.1420, 16.0784, -12.5231], [22.5425, 15.3741, -15.8231], [23.5232, 22.2156, -12.1041], [19.3307, 14.9180, -19.7200], [21.2350, 23.8050, -10.2433], [13.0419, 21.8977, -12.2047], [19.7722, 12.9531, -19.9066], [19.0208, 24.7000, -15.3977], [19.7481, 21.1596, -16.2127], [20.0809, 18.5081, -26.8320], [25.9256, 20.0065, -15.4387], [17.9371, 12.9680, -13.1578], [20.6497, 13.2813, -15.5911], [16.8145, 13.4102, -15.5274], [21.8239, 15.3704, -13.7209], [23.6346, 17.3444, -18.8427], [16.6576, 23.4881, -18.0267], [23.9756, 16.4302, -22.1652], [20.4782, 22.9307, -6.9508], [17.4884, 20.2414, -25.2554], [25.1965, 17.2190, -19.4874], [12.1807, 16.2244, -9.9746], [17.3873, 21.5363, -21.5779], [18.1134, 19.3781, -19.8302], [23.3859, 24.2368, -15.9201], [15.8114, 10.9511, -20.0359], [26.7027, 17.7895, -15.7819], [16.0644, 16.7459, -19.3398], [23.2595, 19.0335, -20.3512], [19.4124, 19.4444, -25.8849], [22.3360, 16.9907, -14.9765], [16.8857, 23.3555, -21.6199], [11.3588, 21.4661, -13.7534], [26.1029, 18.5181, -17.7907], [26.7022, 22.2621, -13.4674], [18.9224, 23.2135, -13.4097], [21.1261, 21.8756, -14.1728], [20.1847, 17.5373, -18.3490], [16.0166, 24.7035, -16.4329], [14.5338, 23.6459, -17.2471], [15.8774, 13.0830, -12.8391], [20.1937, 26.4479, -15.3252], [24.8891, 21.6703, -19.0931], [26.8353, 22.5977, -11.8618], [13.1982, 22.3892, -13.1649], [18.8370, 18.0137, -9.3793], [15.6486, 20.0925, -8.4916], [25.7087, 15.4342, -18.0113], [24.9854, 22.7206, -19.3681], [18.5582, 23.6105, -7.1436], [27.0092, 20.1384, -12.3103], [16.2616, 15.1200, -20.2802], [13.0482, 14.9472, -10.8037], [22.4064, 28.0496, -16.9923], [17.5670, 14.8399, -12.4340], [20.5464, 19.4418, -11.2349], [16.3852, 15.0183, -14.8864], [15.1020, 13.8291, -12.6654], [19.8927, 18.8507, -21.6628], [20.3075, 28.5044, -14.8500], [24.1959, 16.8025, -19.6038], [19.8511, 18.7909, -27.7740], [24.3136, 19.9657, -17.5627], [23.6639, 16.1317, -14.6458], [20.4907, 14.7719, -28.5100], [22.1923, 20.1415, -8.4619], [23.1932, 21.8797, -17.7932], [27.2132, 16.9389, -16.2334], [20.8156, 23.7884, -6.3690], [17.8568, 19.6385, -26.0854], [20.7916, 22.6425, -21.4797], [20.2748, 18.3442, -15.3214], [16.4670, 11.8008, -20.2265], [21.4645, 28.4330, -16.6000], [29.6757, 22.1298, -11.5142], [21.2927, 20.9722, -14.7594], [27.2293, 18.1159, -14.8850], [21.0344, 12.2990, -15.8654], [22.3440, 26.8179, -11.8649], [22.4461, 21.6176, -19.7830], [25.9928, 20.0839, -13.3325], [25.0402, 19.1201, -13.0987], [22.7045, 15.5066, -11.9957], [21.6095, 23.5039, -11.2217], [22.7522, 21.2500, -20.7624], [15.3825, 14.3319, -18.0444], [19.6727, 13.6290, -18.1657], [23.4174, 16.7411, -23.0483], [21.3705, 29.7900, -16.6967], [17.5958, 22.3925, -20.9364], [19.8700, 18.9660, -24.4668], [18.4481, 14.7011, -20.0290], [25.4225, 23.6590, -16.3592], [21.4972, 14.0027, -19.2817], [25.0286, 16.6254, -22.3680], [22.7978, 29.4060, -14.6302], [15.1118, 16.6392, -19.2892], [18.8950, 17.6388, -10.4012], [12.5229, 15.8903, -10.9542], [19.2440, 16.7422, -26.8804], [17.4870, 21.6396, -11.8608], [19.1086, 18.7860, -11.4048], [19.9911, 15.9150, -22.8374], [28.0477, 21.2116, -12.5107], [15.7510, 18.6565, -16.3314], [14.8721, 18.1469, -15.9366], [17.4271, 26.2874, -23.7373], [23.6038, 19.9110, -18.2791], [19.2993, 18.0606, -24.2604], [18.3653, 22.7515, -10.8626], [21.7415, 14.7287, -18.5063], [22.6264, 23.7560, -15.3036], [23.3245, 25.7345, -10.8396], [21.7179, 20.2599, -14.0523], [18.8199, 15.8379, -26.7303], [24.5436, 18.7710, -21.1216], [23.4945, 21.2800, -18.6521], [24.0576, 22.9561, -12.6991], [24.1395, 15.4069, -19.3807], [20.5857, 29.9369, -18.5124], [16.9170, 24.8579, -20.1665], [26.4690, 20.3801, -11.3950], [13.6150, 11.8303, -16.2960], [21.8463, 14.2818, -13.7715], [12.7988, 23.4031, -13.1433], [20.2326, 11.3118, -14.0820], [17.5922, 20.0026, -27.0781], [21.7060, 18.1844, -18.8217], [17.6636, 24.5969, -12.3721], [21.1507, 19.9027, -22.1764], [16.7421, 14.1027, -21.4637], [22.2003, 28.6258, -13.2043], [18.4721, 15.4248, -16.2917], [18.8816, 21.8152, -8.7841], [25.2580, 21.1966, -20.0029], [15.8255, 13.1496, -19.8938], [18.5564, 21.5148, -7.7880], [16.3777, 18.0169, -19.8736], [15.2723, 25.2220, -21.8767], [16.6158, 14.1925, -20.4656], [18.2066, 24.8905, -21.4107], [14.5090, 12.4010, -16.5470], [12.7589, 20.5124, -14.1452], [21.0020, 19.0752, -17.0809], [19.4162, 24.0608, -17.8903], [22.2124, 23.6409, -21.9691], [20.0715, 19.7612, -22.2347], [22.8473, 21.5447, -12.6343], [17.3977, 22.2364, -19.8760], [21.6753, 14.2068, -27.3557], [21.1842, 11.4432, -14.5970], [21.5996, 10.0916, -14.9123], [17.3877, 18.6656, -25.9386], [22.0571, 21.2244, -15.4943], [20.7709, 15.6139, -13.8623], [21.8058, 14.4351, -20.2335], [16.2793, 25.6019, -22.0497], [24.6873, 15.0625, -18.0931], [18.8167, 22.4080, -5.4332], [15.7120, 25.8550, -24.1240], [23.3324, 27.7972, -14.3743], [19.9228, 14.9829, -26.4114], [21.0508, 22.0783, -6.5851], [16.4223, 18.4031, -11.0671], [15.7939, 27.0973, -20.7138], [21.8030, 11.9347, -13.8462], [17.6923, 23.5857, -12.7780], [16.9123, 23.6028, -13.5392], [21.2704, 28.0880, -15.1460], [18.3854, 19.5939, -11.2930], [14.8851, 13.2113, -20.4415], [21.4635, 15.9361, -27.4659], [18.2363, 15.9124, -25.9093], [21.7435, 24.7943, -12.0091], [21.9709, 12.3212, -16.4228], [17.5248, 22.6847, -11.5534], [21.1343, 17.8860, -17.9430], [18.4668, 15.1703, -12.7523], [16.8993, 24.6231, -23.9622], [27.3198, 19.4901, -17.1650], [20.9348, 14.9856, -27.5378], [25.7520, 17.4036, -15.4139], [28.1582, 21.8096, -10.4847], [14.3458, 19.2551, -13.1192], [17.8385, 22.1782, -5.3307], [17.1958, 13.7433, -13.3512], [19.6956, 16.8998, -10.4296], [20.8731, 16.5530, -22.8928], [22.4633, 28.4424, -14.2461], [19.1024, 23.6054, -18.8296], [21.6453, 17.1645, -17.3056], [19.9943, 13.7526, -19.1998], [14.2375, 22.4530, -13.4873], [18.6696, 22.5534, -21.0318], [18.1105, 18.1852, -18.5128], [18.8568, 22.3472, -13.8180], [22.7773, 19.1172, -9.6651], [14.7624, 19.8041, -17.9566], [12.5349, 22.1542, -15.3038], [23.6723, 25.5158, -15.5692], [19.9972, 20.5054, -15.3772], [19.0087, 20.5956, -7.4156], [21.1203, 26.6402, -14.9725], [16.2705, 20.4431, -17.5349], [14.9292, 16.4679, -10.3096], [17.1465, 21.3439, -7.7658], [16.6065, 25.5925, -23.5590], [21.3216, 14.7600, -24.7476], [24.9966, 23.3851, -14.6546], [22.3019, 24.7026, -12.9407], [21.5636, 23.3367, -21.1478], [16.6188, 18.9436, -15.2874], [20.9055, 23.0171, -7.9498], [15.6783, 13.3225, -18.3303], [22.0623, 13.1074, -19.0225], [18.6923, 25.4335, -16.0095], [25.5798, 19.8383, -16.3183], [16.9671, 20.5124, -9.6689], [20.9426, 18.7750, -24.4332], [14.3996, 20.0400, -11.5398], [14.4944, 17.3238, -10.8259], [22.6201, 15.9415, -14.8957], [16.5535, 18.2632, -14.6133], [20.3375, 15.0078, -22.3422], [20.6246, 27.9855, -17.1313], [18.9812, 18.3244, -12.7745], [16.7027, 20.3349, -8.6265], [18.3768, 14.6771, -15.0736], [16.6501, 13.1466, -17.8690], [19.5133, 15.6071, -24.1176], [24.6252, 23.3593, -15.6791], [20.2503, 11.8183, -16.4502], [19.4885, 15.6452, -16.6181], [14.9812, 19.4622, -12.2581], [19.0232, 22.6694, -6.8498], [21.5117, 30.2594, -18.0364], [19.1976, 16.3536, -22.2324], [24.8318, 13.9821, -18.0849], [20.0810, 25.4831, -11.4898], [19.6188, 20.5793, -21.6745], [22.6652, 20.6374, -10.1713], [24.4505, 22.3301, -15.9927], [20.8625, 22.8581, -11.6833], [17.3843, 23.0508, -16.5720], [21.0765, 26.3505, -14.0060]], "lumo_ha": -0.002, "max_force_ha_per_bohr": 0.059, "molar_mass_g_mol": 1751.691, "homo_energy_ev": -8.17, "homo_lumo_gap_ev": 8.1}



# 2
{"formula": "C2H5N3P", "method": "ωB97M-V with the def2-TZVPD basis set", "elements": ["H", "H", "H", "N", "P", "C", "H", "H", "N", "N", "C"], "xyz": [[2.4116, 0.2864, -0.0792], [-0.1256, -3.0315, -0.0451], [-0.9055, 3.6918, 0.2576], [-0.8218, 2.7580, -0.1540], [0.4572, -0.1006, -1.1145], [-0.8370, -2.1551, 0.1352], [1.2518, -0.1676, 1.0516], [-1.6604, -2.4294, 0.7986], [-0.5571, -0.9959, -0.2643], [1.4200, 0.3826, 0.1208], [-0.6330, 1.7612, -0.7067]], "lumo_ha": -0.155, "max_force_ha_per_bohr": 0.072, "molar_mass_g_mol": 102.057, "homo_energy_ev": -14.12, "homo_lumo_gap_ev": 9.9, "charge": 1, "smiles": "C=NP(=[NH2+])=C=N"}



# 3
{"formula": "C20H45N2P3S2Yb", "method": "ωB97M-V with the def2-TZVPD basis set", "elements": ["Yb", "C", "H", "H", "C", "H", "H", "C", "H", "H", "H", "H", "S", "H", "S", "H", "H", "H", "C", "H", "H", "H", "H", "H", "H", "H", "H", "N", "P", "C", "H", "H", "C", "H", "C", "H", "H", "H", "H", "C", "C", "C", "C", "C", "H", "H", "C", "H", "H", "P", "H", "H", "H", "H", "H", "H", "C", "H", "C", "N", "H", "C", "H", "H", "C", "P", "C", "H", "C", "H", "C", "H", "H"], "xyz": [[0.4556, -1.8158, -0.7134], [-0.5163, -3.5396, 4.3681], [0.9472, 4.2001, 2.3223], [2.9340, -2.4677, -1.3541], [0.8182, -3.3780, -3.4087], [-0.6461, 3.2652, -3.7735], [0.6746, -0.8065, 2.5295], [0.1320, -1.0963, -2.7344], [-0.1692, 0.1823, 3.7526], [-1.9429, -1.2409, -1.8448], [3.0704, 3.0407, -0.3166], [-1.2502, 5.2704, 0.1534], [-0.4697, 0.9851, -4.7535], [-4.0454, 2.9493, -1.4828], [2.1488, -2.9179, 1.4907], [-2.4993, 5.9773, -0.9173], [-1.4778, 1.5827, -0.5077], [-4.0272, 4.7322, -1.6156], [0.3637, -1.9833, -3.8425], [-2.3359, 1.9540, 2.5669], [0.1503, -6.1518, 3.3252], [1.1867, -4.3078, -1.3988], [-0.5759, -6.6416, 1.7732], [-1.6464, 0.7413, -4.4629], [-0.7715, 5.9679, -1.4224], [-0.9741, 2.9257, 3.1964], [-0.4461, 4.9934, -3.2915], [0.7963, -3.5688, 3.7073], [1.7523, 2.0897, 1.4102], [-1.1494, 4.1541, -3.3548], [3.0606, 1.0158, 3.1193], [-1.9900, 4.4136, -4.0095], [-0.2077, -0.1673, 2.7081], [-0.7088, -4.5032, 4.8549], [1.8536, 3.5877, 2.4110], [-1.4646, -5.5368, 2.8402], [-0.5323, -2.0749, -4.4846], [1.0979, -1.5700, -4.5595], [3.9750, 1.2485, 1.5988], [0.8527, -3.4235, -1.9616], [-0.9042, 0.7567, -0.0505], [-0.7301, -3.1173, -1.8207], [3.0061, 0.9459, 2.0232], [-3.5908, 3.8033, -2.0023], [2.0055, 3.3171, 3.4650], [-0.1268, 0.5140, -0.8098], [-1.0491, -1.7843, -2.1771], [0.4457, -4.8915, 0.8154], [0.1306, -4.1210, -3.8363], [-1.7783, 3.7595, -1.6748], [-1.1134, -0.7817, 2.5810], [-0.4832, -2.7613, 5.1382], [-1.6406, 3.2654, 1.5648], [2.7169, 4.1710, 2.0616], [1.7985, -3.6137, -3.8477], [1.3350, 3.1761, -0.7233], [-1.5569, 5.4156, -0.8913], [2.0306, -0.0215, -2.0947], [2.1062, 2.5111, -0.3072], [0.1448, -4.6886, 1.7713], [2.1878, 1.6134, -0.9383], [-0.4673, -5.8159, 2.4823], [-1.3317, -3.3033, 3.6680], [2.8005, -0.0988, 1.7437], [0.9499, -3.7831, 2.3821], [-0.2779, 1.2498, 1.5788], [2.0456, -2.2599, -1.9684], [-1.3162, -3.7418, -1.1289], [-1.4048, 2.4722, 2.2913], [-1.6086, -0.0852, 0.0808], [1.5407, -0.9816, -2.2959], [1.4890, -2.9148, 4.0810], [-3.7766, 3.7090, -3.0785]], "lumo_ha": [-0.359, -0.340], "max_force_ha_per_bohr": 0.302, "multiplicity": 2, "molar_mass_g_mol": 643.690, "homo_energy_ev": [-13.78, -15.57], "homo_lumo_gap_ev": [4.0, 6.3], "charge": 3}